No. 1
C28H77AlN12O8P5S | ωB97M-V/def2-TZVPD

XYZ file:
```
132
C28H77AlN12O8P5S ωB97M-V/def2-TZVPD
N -6.885 0.483 -3.212
P -6.460 0.131 -4.917
O -7.952 -0.279 -5.661
Al -5.092 -1.777 -4.745
C -3.198 -1.258 -4.088
C -3.210 -1.568 -2.546
C -1.975 -1.037 -1.724
C -1.211 -2.130 -0.890
C -2.119 -3.218 -0.217
C -3.315 -2.658 0.654
C -4.676 -3.021 -0.051
S -6.010 -3.580 1.091
C -7.323 -4.019 -0.080
N -8.269 -3.204 -0.582
N -8.987 -3.976 -1.439
C -8.489 -5.200 -1.457
O -7.425 -5.290 -0.598
C -5.068 -2.956 -6.430
P -6.482 -4.170 -6.412
O -7.029 -4.448 -5.045
O -7.751 -3.529 -7.298
O -6.019 -5.667 -7.029
H -7.273 -0.393 -2.822
H -6.006 0.589 -2.688
H -8.530 -0.584 -4.936
H -5.750 -2.672 -3.570
H -3.035 -0.172 -4.302
H -2.471 -1.935 -4.612
H -3.419 -2.656 -2.435
H -4.118 -1.040 -2.135
H -2.330 -0.251 -0.999
H -1.269 -0.520 -2.416
H -0.532 -2.670 -1.607
H -0.546 -1.623 -0.146
H -2.440 -3.935 -1.016
H -1.471 -3.823 0.479
H -3.190 -1.546 0.742
H -3.274 -3.062 1.703
H -4.585 -3.767 -0.877
H -5.038 -2.084 -0.550
H -8.797 -6.077 -2.053
H -5.173 -2.373 -7.378
H -4.147 -3.589 -6.385
H -8.330 -3.120 -6.626
H -5.845 -6.217 -6.244
O 1.668 0.084 1.114
P 2.625 0.813 2.055
N 1.599 0.733 3.418
C 1.167 1.787 4.303
C 1.121 -0.576 3.851
N 2.470 2.329 1.228
C 1.463 3.308 1.577
C 2.547 2.225 -0.228
N 3.867 1.542 3.050
C 4.376 0.822 4.218
C 4.814 2.534 2.542
H 1.142 1.449 5.346
H 0.162 2.128 4.037
H 1.836 2.648 4.303
H 1.855 -1.055 4.505
H 0.943 -1.245 3.008
H 0.175 -0.504 4.392
H 0.455 2.871 1.603
H 1.444 4.131 0.859
H 1.686 3.777 2.537
H 1.590 1.921 -0.668
H 3.303 1.494 -0.525
H 2.841 3.181 -0.670
H 4.115 1.372 5.127
H 5.461 0.693 4.189
H 3.951 -0.179 4.291
H 4.428 3.542 2.712
H 5.006 2.406 1.478
H 5.788 2.477 3.035
O 3.084 -3.094 4.752
P 4.183 -4.153 4.802
N 4.140 -4.497 3.130
C 4.022 -5.771 2.458
C 4.322 -3.399 2.188
N 3.227 -5.278 5.711
C 2.376 -6.265 5.074
C 2.507 -4.679 6.836
N 5.538 -5.246 4.981
C 6.769 -5.007 4.227
C 5.762 -6.047 6.184
H 4.660 -5.815 1.569
H 2.990 -5.946 2.139
H 4.341 -6.611 3.076
H 5.388 -3.212 2.010
H 3.879 -2.471 2.553
H 3.848 -3.609 1.227
H 1.700 -5.814 4.336
H 1.757 -6.788 5.806
H 2.970 -7.047 4.598
H 1.578 -4.193 6.518
H 3.126 -3.932 7.337
H 2.262 -5.440 7.583
H 6.927 -5.824 3.518
H 7.647 -4.933 4.872
H 6.723 -4.074 3.667
H 5.298 -7.030 6.072
H 5.359 -5.567 7.074
H 6.824 -6.216 6.385
O 1.948 5.991 -1.460
P 0.832 6.791 -2.142
N 1.355 6.343 -3.711
C 1.665 7.177 -4.848
C 1.446 4.924 -4.036
N 1.507 8.323 -1.678
C 2.504 9.005 -2.477
C 1.885 8.406 -0.268
N -0.487 7.658 -2.901
C -1.441 6.937 -3.745
C -1.043 8.897 -2.357
H 1.308 6.729 -5.783
H 2.747 7.322 -4.938
H 1.187 8.155 -4.804
H 0.475 4.539 -4.369
H 1.761 4.329 -3.178
H 2.176 4.737 -4.827
H 3.356 8.355 -2.719
H 2.899 9.880 -1.957
H 2.070 9.397 -3.398
H 2.864 7.952 -0.076
H 1.148 7.901 0.361
H 1.918 9.450 0.060
H -1.358 7.294 -4.775
H -2.473 7.067 -3.414
H -1.253 5.865 -3.740
H -0.541 9.760 -2.804
H -0.938 8.951 -1.275
H -2.110 9.005 -2.564
```

The value obtained for the electronic energy is -4719.290642 Ha. The largest force on an atom comes out at 0.150 hartree/bohr. As for the net charge: -1. As for the highest occupied orbital energy: -3.3 eV. Its HOMO-LUMO gap is 3.9485 eV. The LUMO energy is 0.607 eV.



No. 2
C4H7S | ωB97M-V/def2-TZVPD

XYZ file:
```
12
C4H7S ωB97M-V/def2-TZVPD
S -1.814 0.577 1.587
H -2.657 0.325 0.573
C 1.561 0.806 -2.091
C 1.193 0.313 -0.909
C 0.749 -1.050 -0.656
C 0.370 -1.433 0.567
H 1.699 0.168 -2.956
H 1.743 1.868 -2.192
H 1.081 0.993 -0.070
H 0.633 -1.711 -1.510
H -0.329 -2.221 0.809
H 0.720 -0.866 1.416
```

The value obtained for the energy relative to the best compared isomer or geometry (same formula, charge and spin) is 6.9 kcal/mol. The value obtained for the electronic energy is -554.768003 Ha. The largest force on an atom comes out at 0.013 hartree/bohr. As for the net charge: -1. As for the highest occupied orbital energy: -2.4 eV. Its HOMO-LUMO gap is 6.3746 eV. The LUMO energy is 3.938 eV.



No. 3
C18H60O21 | ωB97M-V/def2-TZVPD

XYZ file:
```
99
C18H60O21 ωB97M-V/def2-TZVPD
O -1.875 2.659 0.143
H -2.270 1.816 -0.233
H -1.937 3.200 -0.639
O -3.170 0.312 -0.771
H -4.155 0.341 -0.885
H -2.860 -0.092 -1.582
O -2.137 -2.272 -0.059
H -2.488 -2.696 0.781
H -2.495 -1.380 -0.056
C 1.025 -2.389 2.888
C 2.454 -2.868 2.562
O 2.922 -1.912 1.634
O 0.399 -3.399 3.583
H 0.337 -2.256 2.074
H 1.068 -1.492 3.464
H 2.487 -3.811 2.072
H 3.071 -2.894 3.462
H 2.508 -2.172 0.781
H 0.521 -4.218 3.134
C -1.651 4.054 3.596
C -0.161 3.690 3.289
O -0.050 2.866 2.160
O -1.698 4.489 4.983
H -2.451 3.292 3.571
H -1.978 4.791 2.831
H 0.270 3.137 4.138
H 0.348 4.601 3.107
H -0.609 3.219 1.469
H -1.501 3.697 5.452
C 1.176 5.299 -2.352
C 2.317 4.823 -1.475
O 1.783 4.267 -0.343
O 1.587 5.848 -3.542
H 0.587 6.097 -1.817
H 0.394 4.504 -2.509
H 3.081 5.529 -1.159
H 2.711 4.005 -2.078
H 2.484 3.814 0.145
H 2.186 6.481 -3.296
C -2.359 -4.195 -4.389
C -0.938 -3.559 -4.109
O -1.004 -3.033 -2.836
O -2.542 -4.462 -5.726
H -3.235 -3.579 -4.135
H -2.442 -5.117 -3.789
H -0.874 -2.763 -4.802
H -0.123 -4.306 -4.162
H -1.689 -2.378 -2.869
H -2.478 -3.599 -6.231
C -0.224 1.268 -3.703
C -0.904 1.687 -5.085
O -1.931 0.769 -5.505
O 0.847 2.113 -3.405
H 0.087 0.276 -3.790
H -0.891 1.314 -2.852
H -0.159 1.671 -5.906
H -1.438 2.615 -5.045
H -2.634 1.235 -6.048
H 1.073 1.863 -2.535
C 1.629 -0.797 -0.966
C 0.522 0.110 -0.435
O 0.897 1.416 -0.732
O 1.266 -2.191 -0.905
H 2.584 -0.764 -0.438
H 1.770 -0.537 -2.012
H 0.633 -0.117 0.615
H -0.492 -0.175 -0.772
H 0.661 2.042 -0.007
H 0.581 -2.506 -1.450
C -0.260 -4.988 0.233
C 0.670 -6.047 0.811
O 0.668 -5.841 2.163
O -0.327 -5.228 -1.156
H 0.073 -3.920 0.468
H -1.274 -5.042 0.701
H 1.690 -5.919 0.396
H 0.282 -7.018 0.564
H 0.792 -6.634 2.667
H -0.669 -4.429 -1.567
C -1.567 -0.215 2.578
C -2.987 0.177 2.777
O -3.753 -0.714 2.061
O -0.667 0.595 3.328
H -1.287 -0.260 1.539
H -1.460 -1.240 3.025
H -3.059 1.207 2.413
H -3.210 0.153 3.811
H -3.619 -1.560 2.444
H -0.669 1.464 2.842
C 3.837 2.197 1.954
C 2.686 1.457 2.658
O 3.269 0.338 3.296
O 3.350 3.390 1.456
H 4.325 1.700 1.137
H 4.656 2.333 2.660
H 1.864 1.206 1.916
H 2.049 2.043 3.378
H 3.084 -0.430 2.751
H 3.089 3.948 2.200
```

The value obtained for the energy relative to the best compared isomer or geometry (same formula, charge and spin) is 67.6 kcal/mol. The value obtained for the electronic energy is -2301.612517 Ha. The largest force on an atom comes out at 0.070 hartree/bohr. As for the highest occupied orbital energy: -9.4 eV. Its HOMO-LUMO gap is 9.0441 eV. The LUMO energy is -0.406 eV.



No. 4
C9H9GdNO6 | ωB97M-V/def2-TZVPD

XYZ file:
```
26
C9H9GdNO6 ωB97M-V/def2-TZVPD
O 0.182 3.519 -4.067
C 0.156 2.774 -3.203
Gd 0.595 -1.249 -1.367
O 0.963 -0.377 -4.982
C 0.808 -0.555 -3.842
C 0.082 -3.078 -3.031
O -0.147 -3.814 -3.893
C -1.485 -0.575 -2.594
O -2.423 -0.325 -3.225
C 2.479 -0.286 -2.876
O 3.314 0.104 -3.592
C -0.506 0.445 3.906
N 0.036 0.004 2.601
C 1.190 -0.918 2.626
C -0.479 0.349 1.446
C -1.612 1.307 1.302
O 0.043 -0.196 0.387
H 0.122 0.012 4.687
H -1.543 0.098 4.054
H -0.488 1.543 4.002
H 0.928 -1.864 2.152
H 2.035 -0.473 2.100
H 1.446 -1.082 3.669
H -1.308 2.118 0.640
H -2.457 0.792 0.844
H -1.931 1.724 2.255
```

The value obtained for the electronic energy is -1618.990061 Ha. The largest force on an atom comes out at 0.147 hartree/bohr. As for the net charge: +3. As for the highest occupied orbital energy (alpha / beta): -21.5 / -20.6 eV. Its HOMO-LUMO gap (alpha / beta) is 8.2080 / 4.0882 eV. The LUMO energy (alpha / beta) is -13.272 / -16.532 eV. Its multiplicity is 8.